Computed, not measured: a cluster of 2 separate species, C5H13O2 in total, with ωB97M-V with the def2-TZVPD basis set.

Each line ends with the natural charge from an NBO analysis.
Geometry (Å):
O -1.61 -1.52 4.00  -0.979
O -1.25 -0.90 1.27  -1.002
C 1.30 0.45 -1.15  -0.399
C -0.31 -1.00 0.24  -0.013
C 0.71 2.23 -2.92  -0.605
C 0.21 1.01 -2.07  -0.416
C 1.00 -0.11 0.22  -0.438
H 1.54 1.94 -3.57  0.190
H 0.05 -2.13 0.11  0.046
H -0.15 2.59 -3.51  0.201
H -0.55 1.38 -1.41  0.206
H -0.22 0.16 -2.54  0.208
H 2.22 1.03 -1.04  0.188
H 1.95 -0.30 -1.76  0.167
H -0.76 -1.59 3.79  0.453
H -1.81 -1.11 3.17  0.513
H -0.83 -0.91 -0.66  0.101
H 0.89 0.75 0.92  0.193
H 1.19 2.99 -2.20  0.202
H 1.87 -0.81 0.60  0.184

The calculation puts the gap between HOMO and LUMO at 6.2 eV. As for the net charge: -1. Its relative energy (zero: lowest compared OMol25 entry of this formula, charge and spin) is 43.97 kcal/mol.

***

Computed, not measured: a cluster of 3 separate species, C5H13O3 in total, with ωB97M-V with the def2-TZVPD basis set.

Each line ends with the natural charge from an NBO analysis.
Geometry (Å):
O 0.98 1.39 -3.60  -0.916
O 0.21 1.47 -1.26  -0.325
O -0.88 -0.44 -3.14  -0.935
C 0.66 0.44 -0.30  -0.158
C 0.39 1.02 1.09  -0.427
C -0.68 0.28 1.76  -0.459
C -1.07 -2.15 2.52  -0.375
C -0.23 -1.15 2.14  -0.171
H -0.65 0.41 -2.48  0.473
H 1.33 0.80 1.70  0.207
H -0.96 0.80 2.70  0.235
H -0.66 -1.20 -2.48  0.442
H 0.78 -1.40 2.11  0.185
H 0.73 1.50 -2.59  0.448
H -2.06 -2.08 2.39  0.186
H 0.25 2.14 0.90  0.253
H -0.61 -3.16 2.48  0.200
H -1.46 0.26 0.98  0.217
H 1.73 0.20 -0.59  0.254
H 0.32 -0.57 -0.62  0.214
H 1.87 1.44 -3.71  0.452

Its expectation value of S² is 0.755. The calculation puts the gap between HOMO and LUMO (alpha / beta) at 10.8 / 7.0 eV. Its relative energy (zero: lowest compared OMol25 entry of this formula, charge and spin) is 62.01 kcal/mol. As for the spin multiplicity: 2.

***

Computed, not measured: a structure of composition C5H13O3Yb, with ωB97M-V with the def2-TZVPD basis set.

Each line ends with the natural charge from an NBO analysis.
Geometry (Å):
Yb 0.48 1.65 -0.87  2.283
O -1.33 -1.10 0.05  -0.509
O 1.50 -0.18 -0.19  -0.684
O -1.52 1.15 -0.16  -0.695
C 2.81 0.03 0.33  -0.286
C -1.95 1.61 1.12  -0.295
C -2.06 -0.11 -0.56  0.193
C -0.30 -1.76 -0.67  -0.123
C 1.03 -1.52 0.00  -0.107
H 1.77 -2.21 -0.43  0.236
H 2.78 -0.05 1.43  0.232
H 3.16 1.02 0.04  0.209
H 0.95 -1.69 1.08  0.232
H -0.50 -2.83 -0.61  0.264
H -2.08 -0.17 -1.66  0.195
H -3.08 -0.19 -0.17  0.234
H 1.32 3.33 -1.20  -0.509
H -1.63 0.93 1.92  0.229
H -0.30 -1.49 -1.74  0.187
H -3.05 1.67 1.13  0.251
H -1.53 2.61 1.27  0.219
H 3.50 -0.70 -0.12  0.245

Its expectation value of S² is 0.752. The calculation puts the gap between HOMO and LUMO (alpha / beta) at 9.3 / 7.7 eV. As for the net charge: +2. As for the spin multiplicity: 2.

***

Computed, not measured: a cluster of 3 separate species, C5H13O4 in total, with ωB97M-V with the def2-TZVPD basis set.

Each line ends with the natural charge from an NBO analysis.
Geometry (Å):
O 1.46 0.36 2.14  -1.011
O -1.07 -0.16 2.80  -1.017
O 1.17 2.11 -2.12  -0.765
O 1.49 1.86 0.07  -0.783
C -1.33 0.67 -0.72  -0.631
C -0.46 -0.52 -1.15  -0.215
C -0.66 -1.68 -0.17  -0.615
C 1.01 -0.12 -1.22  -0.512
C 1.24 1.41 -1.07  0.780
H 1.44 1.05 1.36  0.517
H -2.40 0.34 -0.59  0.186
H -1.29 1.49 -1.48  0.238
H -0.32 -1.43 0.88  0.230
H -1.69 -1.96 -0.11  0.193
H -0.09 -2.55 -0.49  0.190
H -0.81 -0.82 -2.19  0.187
H -0.07 0.08 2.62  0.507
H 1.59 -0.62 -0.40  0.178
H -1.00 1.13 0.24  0.214
H -1.53 0.20 2.04  0.454
H 1.86 -0.42 1.74  0.461
H 1.45 -0.41 -2.20  0.214

The calculation puts the gap between HOMO and LUMO at 8.5 eV. As for the net charge: -1. Its relative energy (zero: lowest compared OMol25 entry of this formula, charge and spin) is 7.55 kcal/mol.

***

Computed, not measured: an isolated molecule of C5H13P, with ωB97M-V with the def2-TZVPD basis set.

Each line ends with the natural charge from an NBO analysis.
Geometry (Å):
P 0.14 0.40 0.81  1.340
C -0.68 1.84 -1.45  -0.592
C 0.78 -2.02 -0.18  -0.598
C -0.27 0.53 -0.90  -0.775
C -1.32 0.09 1.60  -1.179
C 1.25 -0.97 0.83  -0.734
H 1.10 1.53 0.91  -0.105
H -1.16 1.91 -2.44  0.223
H -1.10 -0.25 2.57  0.213
H 1.33 -1.42 1.75  0.236
H 2.22 -0.68 0.61  0.229
H 0.99 -1.72 -1.19  0.204
H 0.50 0.09 -1.61  0.224
H -2.04 0.87 1.58  0.224
H 0.03 2.61 -1.40  0.207
H 1.27 -2.86 0.13  0.211
H -1.57 2.19 -0.73  0.195
H -1.08 -0.09 -0.89  0.248
H -0.38 -2.06 -0.01  0.229

The SMILES is C=[PH](CC)CC. The calculation puts the gap between HOMO and LUMO at 8.6 eV. Its relative energy (zero: lowest compared OMol25 entry of this formula, charge and spin) is 56.24 kcal/mol.

***

Computed, not measured: a cluster of 2 separate species, C5H14 in total, with ωB97M-V with the def2-TZVPD basis set.

Each line ends with the natural charge from an NBO analysis.
Geometry (Å):
C -0.38 -0.60 1.84  -0.851
C -0.90 -0.94 -2.88  -0.840
C 0.55 -0.58 -3.12  -0.792
C 1.00 1.56 2.28  -0.707
C -0.31 0.79 2.45  -0.484
H -0.64 0.77 3.50  0.178
H 0.79 2.54 1.88  0.195
H -1.10 1.35 1.94  0.187
H -0.33 -0.61 0.75  0.197
H 0.40 -1.31 2.13  0.186
H -1.63 -0.51 -3.56  0.188
H 1.75 1.01 1.71  0.210
H 0.81 -0.32 -4.14  0.185
H -1.23 -0.76 -1.86  0.200
H 0.90 0.23 -2.46  0.199
H 1.50 1.80 3.23  0.182
H 1.23 -1.39 -2.86  0.193
H -1.34 -1.03 2.16  0.185
H -1.06 -2.00 -2.97  0.189

Its expectation value of S² is 0.750. The calculation puts the gap between HOMO and LUMO (alpha / beta) at 2.7 / 11.9 eV. As for the net charge: -1. Its relative energy (zero: lowest compared OMol25 entry of this formula, charge and spin) is 7.25 kcal/mol. As for the spin multiplicity: 2.

***

Computed, not measured: a cluster of 2 separate species, C5H14 in total, with ωB97M-V with the def2-TZVPD basis set.

Each line ends with the natural charge from an NBO analysis.
Geometry (Å):
C 1.16 0.93 -1.90  -0.624
C 2.53 0.55 -1.40  -0.623
C -2.56 -0.27 1.14  -0.613
C -1.32 -1.13 0.98  -0.395
C -0.05 -0.40 1.44  -0.608
H 1.14 1.33 -2.91  0.209
H 2.72 0.88 -0.38  0.208
H 2.73 -0.53 -1.32  0.207
H -1.42 -2.02 1.61  0.193
H -3.42 -0.77 0.69  0.209
H -1.19 -1.47 -0.04  0.194
H -2.52 0.72 0.68  0.203
H -0.21 -0.09 2.47  0.206
H 0.86 -0.94 1.16  0.213
H 0.01 0.51 0.83  0.195
H 0.39 0.16 -1.86  0.208
H 3.34 0.92 -2.02  0.210
H -2.89 -0.14 2.17  0.203
H 0.72 1.75 -1.33  0.206

The SMILES is CCC.CC. The calculation puts the gap between HOMO and LUMO at 12.5 eV. Its relative energy (zero: lowest compared OMol25 entry of this formula, charge and spin) is 7.63 kcal/mol.

***

Computed, not measured: a cluster of 2 separate species, C5H14 in total, with ωB97M-V with the def2-TZVPD basis set.

Each line ends with the natural charge from an NBO analysis.
Geometry (Å):
C 0.18 0.04 -2.44  -0.611
C 0.48 -1.41 -2.08  -0.615
C -1.46 -0.04 1.71  -0.639
C 0.76 1.34 1.92  -0.605
C -0.02 0.07 1.23  -0.388
H 0.17 2.18 1.60  0.199
H 1.81 1.34 1.72  0.207
H 0.68 0.67 -1.72  0.201
H -0.88 0.16 -2.55  0.207
H -1.75 0.55 2.58  0.211
H -1.76 -1.07 1.84  0.221
H 0.59 1.12 2.98  0.198
H 1.46 -1.72 -2.50  0.199
H -0.22 -2.14 -2.51  0.208
H -1.98 0.61 0.95  0.213
H 0.17 0.26 0.17  0.195
H 0.61 -0.81 1.51  0.189
H 0.60 -1.35 -0.96  0.210
H 0.55 0.21 -3.45  0.201

The SMILES is CCC.CC. The calculation puts the gap between HOMO and LUMO at 11.8 eV. Its relative energy (zero: lowest compared OMol25 entry of this formula, charge and spin) is 25.79 kcal/mol.

***

Computed, not measured: a cluster of 2 separate species, C5H14 in total, with ωB97M-V with the def2-TZVPD basis set.

Each line ends with the natural charge from an NBO analysis.
Geometry (Å):
C 0.90 0.42 -1.50  -0.416
C -1.85 -1.63 2.84  -0.603
C 1.90 0.77 -2.61  -0.615
C -0.14 1.45 -1.17  -0.627
C -0.64 -1.01 2.02  -0.612
H 1.33 1.02 -3.55  0.201
H -0.53 2.06 -2.00  0.209
H -1.77 -2.60 3.23  0.206
H 0.26 2.10 -0.37  0.205
H -1.15 1.19 -0.77  0.218
H 2.47 1.70 -2.31  0.201
H -0.15 -1.75 1.31  0.208
H 0.32 -0.92 2.62  0.198
H 2.79 0.14 -2.87  0.223
H -2.69 -1.55 2.14  0.200
H -2.04 -1.02 3.66  0.199
H 1.55 0.21 -0.59  0.199
H 0.29 -0.50 -1.71  0.202
H -0.87 -0.08 1.64  0.204

The SMILES is CCC.CC. The calculation puts the gap between HOMO and LUMO at 12.1 eV. Its relative energy (zero: lowest compared OMol25 entry of this formula, charge and spin) is 28.05 kcal/mol.

***

Computed, not measured: a cluster of 2 separate species, C5H14 in total, with ωB97M-V with the def2-TZVPD basis set.

Each line ends with the natural charge from an NBO analysis.
Geometry (Å):
C 1.62 -0.79 -0.96  -0.606
C 2.70 1.14 0.37  -0.613
C 1.53 0.12 0.32  -0.396
C -3.43 0.04 0.14  -0.612
C -2.02 -0.47 0.23  -0.609
H 2.00 -1.77 -0.69  0.201
H -1.34 0.33 0.57  0.198
H -4.05 -0.72 -0.33  0.201
H -1.77 -1.26 0.92  0.208
H 2.25 -0.35 -1.73  0.202
H 0.58 -0.94 -1.26  0.204
H 3.49 0.89 -0.38  0.201
H 2.29 2.13 0.20  0.207
H 3.14 1.12 1.36  0.207
H 1.48 -0.57 1.14  0.199
H -4.00 0.14 1.07  0.206
H 0.61 0.69 0.21  0.193
H -3.45 0.97 -0.42  0.207
H -1.65 -0.72 -0.76  0.201

The SMILES is CCC.CC. The calculation puts the gap between HOMO and LUMO at 12.3 eV. Its relative energy (zero: lowest compared OMol25 entry of this formula, charge and spin) is 13.87 kcal/mol.

***

Computed, not measured: a cluster of 2 separate species, C5H14 in total, with ωB97M-V with the def2-TZVPD basis set.

Each line ends with the natural charge from an NBO analysis.
Geometry (Å):
C 0.65 -0.39 -1.69  -0.606
C 0.84 0.56 2.09  -0.609
C 0.87 1.62 3.22  -0.607
C -0.83 -0.60 -1.31  -0.391
C -1.60 -1.27 -2.45  -0.608
H 1.30 1.17 4.11  0.203
H 1.47 2.48 2.96  0.201
H -2.58 -1.60 -2.09  0.207
H -0.11 0.03 2.17  0.202
H -0.91 -1.18 -0.39  0.193
H 0.84 1.02 1.11  0.201
H -0.12 2.00 3.46  0.203
H -1.72 -0.66 -3.34  0.203
H 1.15 0.07 -0.85  0.206
H 1.17 -1.29 -2.00  0.204
H -1.26 0.37 -1.06  0.194
H 0.64 0.38 -2.47  0.199
H 1.62 -0.17 2.22  0.206
H -1.05 -2.16 -2.78  0.199

The SMILES is CCC.CC. The calculation puts the gap between HOMO and LUMO at 12.6 eV. Its relative energy (zero: lowest compared OMol25 entry of this formula, charge and spin) is 4.24 kcal/mol.

***

Computed, not measured: a cluster of 2 separate species, C5H14 in total, with ωB97M-V with the def2-TZVPD basis set.

Each line ends with the natural charge from an NBO analysis.
Geometry (Å):
C -1.96 -0.54 -1.64  -0.622
C -2.70 -0.60 -0.31  -0.614
C 1.78 0.46 1.36  -0.397
C 2.83 0.72 0.26  -0.620
C 0.46 -0.01 0.66  -0.604
H -0.92 -0.80 -1.46  0.211
H -2.09 -1.10 0.43  0.205
H 1.61 1.33 2.00  0.198
H -3.63 -1.16 -0.42  0.204
H -2.99 0.40 0.04  0.205
H 0.10 0.88 0.12  0.203
H 2.40 0.46 -0.70  0.202
H 2.04 -0.38 2.04  0.193
H -0.27 -0.32 1.40  0.206
H -2.44 -1.01 -2.50  0.211
H -1.88 0.53 -1.92  0.201
H 3.16 1.78 0.21  0.208
H 3.76 0.19 0.42  0.211
H 0.72 -0.84 0.02  0.199

The SMILES is CCC.CC. The calculation puts the gap between HOMO and LUMO at 12.4 eV. Its relative energy (zero: lowest compared OMol25 entry of this formula, charge and spin) is 12.56 kcal/mol.

***

Computed values of max |F| (unit: eV/A) for the preceding records, in sequence: 5.6, 5.5, 1.8, 2.5, 4.7, 1.0, 1.8, 3.8, 5.4, 2.3, 1.5, 2.1.
Computed values of E_tot (unit: eV) for the preceding records, in sequence: -9489.4214, -11532.7800, -43048.1343, -13588.2206, -14681.6635, -5410.1944, -5411.7187, -5410.9314, -5410.8333, -5411.4482, -5411.8656, -5411.5051.